A cluster of 6 separate species, H13O6 in total in a non-equilibrium geometry. Source: OMol25; level of theory: ωB97M-V/def2-TZVPD.

```
19
Properties=species:S:1:pos:R:3:forces:R:3
O -30.9350 20.8145 54.5409 0.134 1.821 0.314
H -31.0463 21.7081 54.1189 0.962 0.205 -0.362
H -31.9214 20.6009 54.4788 0.026 -1.268 0.956
H -30.4549 21.0695 55.4692 -1.017 -0.896 -0.544
O -31.3653 22.7024 52.2767 2.719 -1.492 -3.301
H -30.7712 22.3025 51.4786 -2.240 0.412 2.823
H -31.0944 23.5906 52.0298 -0.460 0.891 0.701
O -31.2090 23.4352 55.4129 -2.566 1.725 -0.920
H -32.1165 23.8674 55.1113 2.825 -1.301 1.014
H -30.6229 24.2074 55.5214 -0.280 -0.418 -0.078
O -29.6707 21.2836 56.9199 4.186 -6.286 -7.332
H -29.2425 20.5754 57.3837 0.038 -0.201 0.683
H -30.0773 21.8561 57.3767 -4.623 6.508 6.001
O -32.2219 17.9830 56.5286 -1.675 2.766 -4.337
H -31.6472 17.3249 56.7954 1.878 -2.257 0.728
H -32.1457 18.0471 55.4787 -0.222 -0.439 3.542
O -33.3835 19.7184 54.2699 -0.105 0.130 -0.347
H -33.7251 19.4571 53.3543 -0.064 0.617 2.420
H -34.0259 19.8168 55.0319 0.486 -0.516 -1.959
```
Forces are in eV/Å.

Computed properties:
lowest unoccupied orbital energy: -0.115 hartree
charge: +1
relative energy (zero: lowest compared OMol25 entry of this formula, charge and spin): 218.7 kJ/mol

Löwdin atomic charges, in units of e:
1. O 0.15
2. H 0.09
3. H 0.10
4. H 0.15
5. O -0.10
6. H 0.15
7. H 0.04
8. O -0.09
9. H 0.14
10. H 0.07
11. O 0.10
12. H 0.10
13. H -0.05
14. O -0.08
15. H -0.02
16. H 0.09
17. O -0.08
18. H 0.13
19. H 0.12


A structure of composition H13O6 in a non-equilibrium geometry. Source: OMol25; level of theory: ωB97M-V/def2-TZVPD.

```
19
Properties=species:S:1:pos:R:3:forces:R:3
O -3.1215 3.8795 -1.1735 -2.623 1.545 2.450
H -3.8404 4.6085 -1.0519 1.964 -2.013 -0.232
H -2.7986 4.0342 -2.0265 0.812 0.328 -2.102
O -1.8482 2.2213 0.9841 -2.833 -0.554 2.898
H -2.7780 2.2775 1.4501 2.752 -0.146 -1.389
H -1.9677 2.7088 0.1832 -0.138 0.772 -1.309
O -0.1773 0.4071 1.6467 -2.134 2.697 1.025
H -0.9155 1.1937 1.4710 1.400 -0.887 -1.005
H -0.4885 0.1778 2.5352 0.812 -1.160 -0.230
O 1.0122 -3.1163 -0.8306 -2.258 -1.906 0.540
H 1.9337 -3.2660 -0.9175 1.877 -0.011 -0.051
H 0.7122 -4.0393 -0.5709 0.172 1.769 -0.487
O 3.7317 -3.0455 -0.1924 0.567 1.590 -0.365
H 3.8996 -2.1007 -0.4563 -0.124 -1.430 0.414
H 4.6029 -3.3479 0.1050 -0.285 -0.098 -0.101
O 0.4447 -0.5510 -0.4145 1.339 1.397 -0.708
H 0.0966 -1.4082 -0.6242 -0.080 -1.493 -0.267
H 1.3446 -0.5039 -0.8327 -1.261 -0.026 0.799
H 0.1575 -0.1296 0.7158 0.040 -0.375 0.120
```
Forces are in eV/Å.

Computed properties:
lowest unoccupied orbital energy: -0.107 hartree
charge: +1
relative energy (zero: lowest compared OMol25 entry of this formula, charge and spin): 113.0 kJ/mol

Löwdin atomic charges, in units of e:
1. O -0.06
2. H 0.12
3. H 0.01
4. O -0.02
5. H 0.17
6. H 0.03
7. O 0.07
8. H 0.10
9. H 0.13
10. O -0.06
11. H -0.02
12. H 0.11
13. O -0.07
14. H 0.08
15. H 0.06
16. O 0.09
17. H 0.07
18. H 0.15
19. H 0.03


A cluster of 7 separate species, H13O6S in total in a non-equilibrium geometry. Source: OMol25; level of theory: ωB97M-V/def2-TZVPD.

```
20
Properties=species:S:1:pos:R:3:forces:R:3
S 1.0883 -1.0798 0.8750 0.296 0.080 -0.409
H 0.4958 -2.2709 0.7960 -0.112 -0.186 0.218
H -1.3690 0.5323 -0.8384 -0.083 -0.258 0.305
H 0.1110 0.0340 -0.9786 -0.259 0.262 0.673
O -0.4882 0.8090 -1.0812 0.199 0.301 -0.914
H 1.0508 0.0855 3.3094 -0.036 -0.342 -0.187
H -0.4265 -0.1624 3.3092 -0.007 -0.180 -0.267
O 0.3272 -0.1470 3.9017 -0.003 0.415 0.644
H -3.2884 3.2108 -4.5818 0.538 0.134 -0.179
H -4.6502 2.7577 -4.2735 -0.327 -0.125 -0.197
O -4.0992 2.9751 -5.0330 -0.198 -0.018 0.379
H 0.4370 2.1755 0.8594 0.124 -0.046 0.139
H -0.4832 2.8502 -0.0618 0.130 0.081 -0.028
O 0.0814 3.0574 0.6934 -0.163 -0.073 -0.073
H 4.4571 -1.5515 1.3501 0.332 -0.079 -0.124
H 3.2602 -2.2463 0.8906 -0.036 -0.099 -0.423
O 4.2346 -2.3159 0.8044 -0.324 0.256 0.475
H -1.7918 -1.4788 -0.9850 -0.153 1.906 -0.340
H -0.8796 -2.6059 -0.8659 -0.046 -0.146 0.259
O -1.8160 -2.3830 -0.7756 0.128 -1.886 0.048
```
Forces are in eV/Å.

Computed properties:
lowest unoccupied orbital energy: 0.092 hartree
charge: -1
relative energy (zero: lowest compared OMol25 entry of this formula, charge and spin): 120.6 kJ/mol

Löwdin atomic charges, in units of e:
1. S 0.16
2. H -0.36
3. H 0.01
4. H -0.08
5. O -0.14
6. H -0.05
7. H -0.01
8. O -0.13
9. H 0.03
10. H 0.03
11. O -0.06
12. H 0.01
13. H 0.00
14. O -0.09
15. H 0.01
16. H -0.09
17. O -0.14
18. H -0.04
19. H 0.01
20. O -0.06


A cluster of 7 separate species, H13O7 in total in a non-equilibrium geometry. Source: OMol25; level of theory: ωB97M-V/def2-TZVPD.

```
20
Properties=species:S:1:pos:R:3:forces:R:3
O 0.0360 -0.3663 -0.0656 0.236 -0.009 -2.122
H -0.0890 -0.8183 -0.9406 0.567 0.497 1.041
O 0.0760 0.9607 -2.7996 4.055 -3.631 2.192
H 0.2750 0.6747 -1.8166 -0.911 1.213 -2.646
H -0.6000 1.5487 -2.8406 -3.157 2.555 0.362
O -0.0520 -2.9503 0.5274 -0.596 -3.128 1.702
H -0.3870 -3.1083 1.4674 0.795 1.339 -2.280
H -0.0510 -2.0563 0.1944 -0.150 1.285 1.074
O 2.3390 0.9747 -0.2536 -1.409 -0.269 -2.191
H 2.7500 1.0547 0.5734 0.473 -0.086 1.757
H 1.4500 0.4727 -0.1996 1.313 0.211 0.469
O 0.7950 -0.4403 2.5134 2.090 3.268 -1.697
H 0.5830 -0.3903 1.5224 -0.299 -0.920 1.288
H 1.4030 0.4147 2.4694 -1.830 -2.571 0.803
O -0.6790 2.0777 0.9184 -0.928 1.962 -3.775
H -0.2320 1.3817 0.3484 -0.757 0.435 0.983
H -1.0720 2.7027 0.1384 1.396 -2.182 2.999
O -2.4070 -0.5773 -0.8836 -2.576 -0.025 -1.747
H -2.5430 -1.3033 -0.3056 -0.400 -1.126 0.733
H -1.5960 -0.2533 -0.5676 2.088 1.180 1.054
```
Forces are in eV/Å.

Computed properties:
lowest unoccupied orbital energy: 0.134 hartree
charge: -1
relative energy (zero: lowest compared OMol25 entry of this formula, charge and spin): 190.9 kJ/mol

Löwdin atomic charges, in units of e:
1. O -0.43
2. H 0.03
3. O -0.06
4. H 0.05
5. H -0.04
6. O -0.11
7. H 0.07
8. H -0.06
9. O -0.10
10. H -0.03
11. H -0.01
12. O -0.16
13. H -0.02
14. H 0.07
15. O -0.16
16. H -0.02
17. H 0.10
18. O -0.05
19. H 0.01
20. H -0.08


In the order shown, the computed calculated total energy values come out to -12488.2588, -12489.3545, -23333.1995, -14544.3424 eV.